{
  "formula": "C33H45KN11O4S2",
  "method": "ωB97M-V/def2-TZVPD",
  "e_homo_ha": -0.111,
  "charge": -1,
  "e_tot_ha": -3583.81547,
  "relative_energy_kj_mol": 154.44,
  "species": ["K", "C", "C", "C", "N", "C", "C", "C", "C", "C", "C", "C", "N", "C", "C", "C", "N", "C", "C", "C", "C", "C", "C", "C", "N", "C", "C", "H", "H", "H", "H", "H", "H", "H", "H", "H", "H", "H", "H", "H", "H", "H", "H", "H", "H", "H", "H", "H", "H", "H", "H", "H", "H", "C", "C", "N", "N", "C", "S", "N", "N", "H", "H", "H", "H", "H", "H", "C", "C", "S", "O", "O", "C", "C", "N", "C", "N", "C", "C", "N", "O", "O", "C", "H", "H", "H", "H", "H", "H", "H", "H", "H", "H", "H", "H", "H"],
  "positions_angstrom": [[0.1480, -1.2551, 0.0634], [0.9344, -5.1828, 2.3363], [-0.3419, -4.3933, 2.5752], [-0.0544, -3.0429, 3.2986], [-0.7283, -1.8938, 2.6688], [-2.0073, -1.8540, 2.9470], [-2.6862, -2.5755, 4.0325], [-3.4648, -1.9794, 4.9713], [-3.7756, -0.6058, 5.0416], [-3.6326, 0.3341, 4.0242], [-3.5927, 0.0186, 2.6277], [-2.8398, -0.9632, 2.0324], [-2.6448, -1.2558, 0.7413], [-3.7008, -0.7593, -0.1672], [-3.8142, -1.5136, -1.5186], [-2.5713, -1.3568, -2.4302], [-1.3390, -2.1522, -2.1303], [-1.3196, -3.4087, -2.3850], [-2.3920, -4.1474, -3.0484], [-2.2689, -5.3419, -3.7388], [-1.1298, -5.8110, -4.3528], [0.1853, -5.4138, -4.0401], [0.6529, -4.7449, -2.8858], [-0.0996, -4.2029, -1.8787], [0.2667, -4.0815, -0.6165], [1.2869, -5.0797, -0.1703], [1.8772, -4.7770, 1.1877], [0.6732, -6.2478, 2.1802], [1.5015, -5.0992, 3.2472], [-1.0975, -4.9221, 3.1598], [-0.8749, -4.2313, 1.5706], [1.0324, -2.7810, 3.3257], [-0.4215, -3.2157, 4.3350], [-2.3839, -3.6353, 4.2084], [-3.8126, -2.5874, 5.8050], [-4.0024, -0.2638, 6.0640], [-3.7734, 1.3797, 4.2669], [-4.0873, 0.7332, 1.9646], [-3.6107, 0.3293, -0.4224], [-4.7082, -0.8089, 0.3720], [-4.6279, -1.1276, -2.0743], [-3.9954, -2.5967, -1.4014], [-2.2645, -0.3056, -2.4752], [-2.8962, -1.6771, -3.4806], [-3.3740, -3.6813, -2.7940], [-3.2103, -5.9610, -3.8778], [-1.3153, -6.5368, -5.1345], [0.9720, -5.8239, -4.7044], [1.7439, -4.8533, -2.7650], [1.9988, -5.2467, -1.0013], [0.8387, -6.1404, -0.1212], [2.0400, -3.7039, 1.2639], [2.8555, -5.2297, 1.2778], [4.6780, 2.2925, 4.3526], [4.5411, 1.8635, 2.9481], [5.4531, 2.0446, 2.0125], [4.8598, 1.6375, 0.8371], [3.6338, 1.0399, 1.0326], [2.6682, 0.3524, -0.0890], [3.4131, 1.2485, 2.3769], [2.1452, 1.2521, 2.8832], [5.6713, 2.7575, 4.4751], [4.6713, 1.3653, 4.9426], [3.8971, 3.0275, 4.6777], [5.3738, 1.5666, -0.0282], [2.0819, 1.0569, 3.8982], [1.6600, 0.4901, 2.4518], [3.7621, 6.0881, -0.7295], [2.3091, 6.1910, -1.2012], [2.2850, 5.8908, -3.0050], [2.9732, 7.0047, -3.6244], [2.7379, 4.5252, -3.2084], [0.6138, 5.8880, -3.7154], [-0.6286, 5.5066, -2.8206], [-0.5879, 4.2134, -2.0886], [-0.4725, 2.9215, -2.6108], [-0.7989, 1.9818, -1.7195], [-1.0202, 2.6694, -0.5630], [-0.8874, 4.0161, -0.7146], [-1.0091, 4.9516, 0.3057], [-0.6844, 6.1794, 0.0622], [-1.4226, 4.5735, 1.3887], [-0.0310, 2.5699, -3.9812], [3.8646, 6.1809, 0.3660], [4.3694, 6.9364, -1.0531], [4.1939, 5.1409, -1.1497], [1.9132, 7.2038, -1.1007], [1.5618, 5.4838, -0.7080], [0.6512, 5.1634, -4.5619], [0.4299, 6.8935, -4.1320], [-1.5125, 5.5391, -3.4803], [-0.7570, 6.2919, -2.0790], [-1.0862, 2.1267, 0.3443], [-0.5509, 3.1268, -4.7869], [-0.1054, 1.5151, -4.1078], [0.9938, 2.9055, -4.0708]],
  "forces_ev_per_a": [[-1.0, -0.7, -0.2], [0.1, -1.0, -0.1], [-0.6, 1.1, -2.0], [0.3, 0.3, 0.3], [-1.6, -1.4, 0.6], [1.4, 1.3, -0.7], [0.3, -1.1, -0.1], [0.1, -0.2, -0.4], [0.6, 1.4, 0.7], [-1.1, -1.5, -0.4], [-0.6, 1.6, 0.7], [1.3, -1.7, -0.9], [-1.2, 0.4, 0.1], [-0.7, 0.0, 0.7], [2.0, -0.7, 1.0], [0.5, -1.2, -1.7], [-0.9, 1.0, 1.1], [0.2, -0.2, -0.2], [-0.4, 0.0, 1.1], [-2.1, 0.7, 0.6], [1.4, -0.4, -0.2], [0.0, -0.3, 0.2], [1.2, -2.4, -3.1], [-0.9, 2.1, 1.7], [0.0, -1.0, -0.1], [-1.0, -0.9, -1.5], [-1.0, 0.8, -0.1], [0.2, 0.3, 0.2], [0.4, -0.3, 0.7], [0.4, -0.4, 0.1], [0.9, 0.2, 1.3], [-0.6, -0.5, 0.0], [0.6, 0.5, -0.3], [-0.6, 0.9, -0.3], [0.1, 0.0, -0.1], [0.0, 0.1, -0.5], [-0.4, 0.1, 0.1], [0.4, 0.1, 0.1], [0.2, -0.4, 0.1], [0.9, -0.1, -0.6], [-1.1, 0.6, -0.5], [0.0, 0.5, 0.4], [-0.1, -0.1, 0.1], [0.2, 0.6, 1.0], [0.7, -1.2, -0.4], [1.0, 1.1, -0.2], [0.4, -0.2, 0.0], [-0.4, 0.3, 0.4], [-0.6, 0.3, 0.1], [0.5, 0.4, 0.8], [0.1, 1.3, 0.0], [0.2, 0.4, -0.1], [0.2, -0.4, 0.2], [0.1, 0.0, 0.4], [-0.1, 0.1, -2.5], [-0.9, 0.1, 0.4], [-0.6, -0.9, 1.1], [1.4, 1.4, 0.7], [-0.3, -0.1, -0.5], [2.2, 0.5, -0.1], [-1.5, 0.1, 1.6], [-0.5, -0.2, -0.1], [-0.2, 0.5, 0.4], [0.5, -0.8, -0.3], [0.1, 0.0, 0.3], [0.7, 0.1, -0.8], [-0.6, -0.5, -0.5], [0.4, -0.5, -0.1], [-1.3, -0.3, -0.1], [0.1, -0.6, 0.0], [-0.1, -0.4, 0.1], [0.1, 0.5, 0.1], [-1.2, -0.5, 0.2], [0.7, 0.1, -0.2], [0.6, -0.3, 0.0], [-1.2, 0.5, 0.7], [0.7, 1.6, 0.0], [0.5, -0.9, -0.2], [-0.1, -0.7, -1.7], [0.2, 3.0, 0.4], [-0.7, -2.7, 0.5], [0.4, 0.3, -0.7], [-0.1, 1.7, -0.3], [-0.4, -0.7, -0.4], [-0.2, -0.1, -0.6], [-0.2, 0.8, 0.8], [0.0, 0.0, 0.2], [1.3, 0.8, -0.7], [0.5, 0.6, 0.6], [0.1, -0.4, 0.3], [0.3, -0.2, 0.2], [-0.1, -0.2, 0.1], [-0.5, -0.2, 0.8], [-0.1, -0.4, 0.5], [-0.1, -0.7, -0.2], [0.5, -0.2, 0.0]],
  "mulliken_charge": [0.864, -1.351, 0.170, -1.336, -0.085, 0.416, -0.918, -0.354, -0.448, -0.872, -0.443, 0.745, -0.082, -0.888, -0.710, -0.977, -0.169, 0.756, -0.362, -0.657, -0.444, -0.429, -0.747, 0.376, 0.017, -0.854, -0.282, 0.386, 0.454, 0.497, 0.048, 0.519, 0.426, 0.210, 0.374, 0.252, 0.367, 0.299, 0.177, 0.395, 0.437, 0.385, 0.180, 0.395, 0.183, 0.234, 0.294, 0.282, 0.301, 0.372, 0.246, -0.043, 0.395, -1.156, 0.746, -0.772, 0.204, -0.081, -0.382, 0.627, -0.705, 0.323, 0.303, 0.291, 0.189, 0.278, 0.122, -1.304, -0.080, 1.281, -0.704, -0.642, -0.795, -0.773, 0.303, 0.756, -0.188, -0.595, -0.273, 1.047, -0.647, -0.616, -1.498, 0.380, 0.337, 0.338, 0.396, 0.073, 0.342, 0.443, 0.316, 0.413, 0.721, 0.342, 0.374, 0.266]
}